[1]
# C12H44F2N10O17S2

A structure of composition C12H44F2N10O17S2 in a non-equilibrium geometry (the ωB97M-V functional and the def2-TZVPD basis, OMol25).

Each line ends with the Löwdin charge.
Positions of all 87 atoms, in Å:
N1 -0.496 -2.954 -0.721  -0.29
S1 -1.969 -3.519 -0.496  0.56
O1 -3.071 -2.712 -0.934  -0.31
O2 -2.069 -4.246 0.765  -0.29
F1 -1.936 -4.702 -1.561  -0.19
S2 0.601 -3.598 -1.626  0.49
O3 0.402 -3.234 -2.994  -0.28
O4 0.998 -4.930 -1.285  -0.28
F2 1.837 -2.648 -1.238  -0.18
N2 0.109 -0.086 -0.158  -0.50
O5 -1.060 0.227 -0.318  -0.03
O6 0.445 -0.431 0.975  -0.05
O7 0.974 0.405 -0.873  -0.02
C1 -0.935 4.003 -3.622  -0.06
C2 -0.337 2.849 -2.708  -0.33
O8 -1.052 1.678 -2.739  -0.10
H1 -0.272 4.892 -3.506  0.07
H2 -1.947 4.312 -3.424  0.05
H3 -0.882 3.667 -4.639  0.05
H4 -0.308 3.128 -1.632  0.09
H5 0.719 2.544 -2.939  0.11
H6 -0.620 1.127 -2.073  0.02
C3 1.208 -3.609 2.319  -0.09
C4 1.431 -5.079 2.072  -0.29
O9 1.570 -5.871 3.283  -0.07
H7 2.029 -3.225 2.909  0.06
H8 0.222 -3.482 2.825  0.08
H9 1.168 -3.113 1.318  0.07
H10 2.256 -5.180 1.392  0.10
H11 0.641 -5.548 1.537  0.09
H12 0.722 -6.062 3.545  0.02
C5 2.387 0.153 3.966  -0.59
O10 2.949 1.240 3.269  -0.16
N3 2.623 -0.037 5.239  0.14
N4 1.505 -0.615 3.425  0.20
H13 3.563 0.356 5.485  0.13
H14 2.483 -0.933 5.666  0.10
H15 1.084 -0.406 2.498  0.07
H16 0.989 -1.352 3.946  0.13
C6 -1.634 3.551 1.844  -0.70
O11 -2.968 3.695 2.004  -0.14
N5 -1.154 2.641 1.049  0.18
N6 -0.763 4.218 2.485  0.15
H17 -1.589 1.957 0.435  0.08
H18 -0.101 2.523 1.059  0.05
H19 -1.170 5.077 2.912  0.13
H20 0.270 4.178 2.280  0.07
C7 1.933 3.560 0.809  -0.61
O12 1.994 4.035 -0.483  -0.09
N7 1.488 2.380 1.115  0.13
N8 2.027 4.245 1.913  0.13
H21 1.499 1.727 0.360  0.07
H22 1.647 1.949 2.051  0.11
H23 2.346 5.155 1.662  0.12
H24 2.159 3.902 2.880  0.15
C8 -4.785 0.463 -1.578  -0.62
O13 -5.797 1.393 -1.814  -0.19
N9 -4.937 -0.827 -1.658  0.16
N10 -3.696 0.839 -0.948  0.17
H25 -5.736 -1.021 -2.280  0.13
H26 -4.253 -1.551 -1.450  0.05
H27 -3.480 1.854 -0.912  0.14
H28 -3.003 0.161 -0.658  0.05
C9 4.144 0.774 -0.109  -0.15
O14 3.602 -0.387 0.487  -0.12
H29 5.229 0.738 -0.113  0.08
H30 3.840 1.644 0.493  0.06
H31 3.647 0.926 -1.057  0.06
H32 2.650 -0.309 0.490  0.01
C10 2.896 0.321 -3.881  -0.16
O15 1.596 -0.170 -3.575  -0.14
H33 3.080 0.603 -4.898  0.06
H34 3.588 -0.455 -3.571  0.07
H35 3.102 1.210 -3.279  0.06
H36 1.546 -0.183 -2.586  0.04
C11 -1.963 -1.429 -3.356  -0.15
O16 -2.807 -1.010 -4.461  -0.11
H37 -0.941 -1.321 -3.604  0.04
H38 -2.164 -2.480 -3.010  0.07
H39 -2.043 -0.759 -2.483  0.05
H40 -2.561 -0.139 -4.693  0.04
C12 -2.768 -1.053 2.264  -0.15
O17 -1.570 -1.754 2.518  -0.12
H41 -3.361 -1.341 1.354  0.08
H42 -2.532 0.024 2.169  0.08
H43 -3.388 -0.991 3.124  0.06
H44 -1.076 -1.576 1.756  -0.02

Calculated values
E_HOMO: -3.862 eV
Total charge: -2
F_max: 9.7 eV Å⁻¹
Lowest unoccupied orbital energy: 3.924 eV
Relative energy (zero: lowest compared OMol25 entry of this formula, charge and spin): 0.0 kJ/mol
Molecular weight: 702.667 g/mol


[2]
# C9H14

A cluster of 2 separate species, C9H14 in total in a non-equilibrium geometry (the ωB97M-V functional and the def2-TZVPD basis, OMol25).

Each line ends with the Löwdin charge.
Positions of all 23 atoms, in Å:
C1 2.293 0.739 -1.543  -0.04
C2 0.853 0.128 -1.461  -0.30
C3 -0.252 0.912 -1.057  -0.06
C4 0.656 -1.049 -2.003  -0.05
C5 -1.558 0.424 -1.066  -0.12
C6 -0.656 -1.682 -1.760  -0.03
C7 -1.688 -0.891 -1.276  -0.15
H1 2.411 1.754 -1.907  0.07
H2 2.890 0.167 -2.174  0.04
H3 0.164 1.976 -0.793  0.15
H4 1.314 -1.583 -2.664  0.11
H5 -2.448 1.153 -0.951  0.14
H6 -0.968 -2.610 -2.160  0.08
H7 -2.545 -1.481 -1.105  0.09
H8 2.729 0.935 -0.541  0.08
C8 -0.719 0.445 3.361  -0.18
C9 0.027 -0.210 2.146  -0.14
H9 -0.178 0.535 4.343  0.06
H10 -1.283 1.446 3.179  0.09
H11 -1.573 -0.224 3.646  0.06
H12 -0.773 -0.153 1.534  -0.01
H13 0.884 0.450 1.867  0.08
H14 0.422 -1.183 2.386  0.06

Calculated values
E_HOMO: -8.918 eV
Total charge: 0
F_max: 6.4 eV Å⁻¹
Lowest unoccupied orbital energy: 0.998 eV
Relative energy (zero: lowest compared OMol25 entry of this formula, charge and spin): 211.4 kJ/mol
Structure (SMILES): Cc1ccccc1.CC
Molecular weight: 122.211 g/mol


[3]
# C4H9N2O2

The ion C4H9N2O2 with charge +1 in a non-equilibrium geometry (the ωB97M-V functional and the def2-TZVPD basis, OMol25).

Each line ends with the Löwdin charge.
Positions of all 17 atoms, in Å:
C1 0.081 0.189 -0.736  0.03
C2 -0.327 0.976 0.241  -0.17
C3 0.206 2.361 0.536  0.02
C4 0.986 -2.093 -0.474  0.03
N1 -1.375 0.568 1.189  -0.31
N2 -0.199 -1.275 -0.830  0.04
O1 -1.521 1.202 2.192  0.16
O2 -2.108 -0.392 0.842  0.05
H1 0.843 0.610 -1.310  0.13
H2 -0.512 3.199 0.260  0.14
H3 1.065 2.455 -0.046  0.06
H4 0.539 2.143 1.612  0.14
H5 0.970 -2.403 0.489  0.07
H6 1.043 -3.019 -1.157  0.15
H7 1.813 -1.500 -0.640  0.08
H8 -1.051 -1.614 -0.334  0.17
H9 -0.454 -1.409 -1.836  0.20

Calculated values
E_HOMO: -15.459 eV
Total charge: +1
F_max: 4.4 eV Å⁻¹
Lowest unoccupied orbital energy: -5.081 eV
Relative energy (zero: lowest compared OMol25 entry of this formula, charge and spin): 499.1 kJ/mol
Structure (SMILES): C[NH2+]/C=C(/C)[N+](=O)[O-]
Molecular weight: 117.128 g/mol


[4]
# C4H14N2O

A structure of composition C4H14N2O in a non-equilibrium geometry (the ωB97M-V functional and the def2-TZVPD basis, OMol25).

Each line ends with the Löwdin charge.
Positions of all 21 atoms, in Å:
N1 -1.848 2.044 1.349  0.00
C1 -0.550 0.454 -1.005  -0.22
C2 -0.471 1.904 -0.811  -0.02
C3 0.047 -0.236 0.257  -0.25
N2 0.207 -1.630 -0.116  -0.12
C4 0.857 -2.406 0.917  -0.13
H1 -2.844 2.009 1.533  0.01
H2 -1.577 0.150 -1.255  0.13
H3 0.100 0.148 -1.832  0.13
H4 0.519 2.274 -0.500  0.11
H5 -0.954 2.554 -1.537  0.10
H6 -0.976 2.084 0.328  0.04
H7 -0.671 -0.186 1.089  0.12
H8 1.008 0.215 0.539  0.13
H9 0.839 -1.587 -0.971  0.05
H10 1.951 -2.385 0.837  0.08
H11 0.580 -3.452 0.763  0.08
H12 0.574 -2.139 1.934  0.08
H13 -1.355 2.282 2.203  0.00
H14 2.388 -1.290 -2.268  -0.04
O1 2.177 -0.807 -1.453  -0.29

Calculated values
E_HOMO: -7.624 eV
Total charge: 0
F_max: 4.2 eV Å⁻¹
Lowest unoccupied orbital energy: -3.865 eV
Relative energy (zero: lowest compared OMol25 entry of this formula, charge and spin): 898.0 kJ/mol
Molecular weight: 106.169 g/mol


[5]
# C4H26NO11

A cluster of 10 separate species, C4H26NO11 in total in a non-equilibrium geometry (the ωB97M-V functional and the def2-TZVPD basis, OMol25).

Each line ends with the Löwdin charge.
Positions of all 42 atoms, in Å:
O1 1.284 1.382 -1.566  0.03
C1 0.489 0.715 -0.893  -0.39
N1 -0.428 -0.055 -1.610  0.10
C2 -0.747 -1.335 -1.024  -0.30
O2 0.431 -1.932 -0.587  -0.12
C3 0.141 0.949 0.567  -0.12
C4 1.254 1.445 1.453  -0.06
H1 -0.179 -0.078 -2.590  0.10
H2 -1.354 -2.035 -1.611  0.13
H3 -1.393 -1.206 -0.153  0.07
H4 -0.739 1.591 0.536  0.11
H5 -0.165 -0.014 0.961  0.09
H6 2.076 1.923 0.934  0.05
H7 1.727 0.717 2.110  0.06
H8 0.890 2.230 2.117  0.08
H9 0.323 -2.431 0.320  0.02
H10 -0.466 -3.635 1.913  0.00
O3 -0.007 -2.819 1.685  -0.33
H11 2.066 -1.566 1.820  0.00
H12 1.372 -2.257 2.864  0.01
O4 2.244 -1.804 2.740  -0.12
H13 1.872 -0.649 -3.660  0.01
H14 1.381 0.735 -3.268  0.00
O5 1.316 0.071 -3.988  -0.09
H15 -2.929 2.793 1.239  0.00
H16 -2.921 2.273 -0.118  -0.01
O6 -2.811 3.105 0.330  -0.08
H17 2.468 3.539 -1.621  0.03
H18 2.702 2.662 -0.512  -0.02
O7 2.987 3.536 -0.806  -0.08
H19 -1.916 -1.346 3.286  0.04
H20 -1.136 -1.882 2.009  0.00
O8 -2.061 -1.494 2.347  -0.15
H21 -3.705 1.093 2.752  0.05
H22 -2.599 0.280 2.153  -0.01
O9 -2.797 1.200 2.443  -0.08
H23 -2.916 -0.427 0.457  -0.01
H24 -3.611 -0.440 -0.958  0.04
O10 -3.630 -0.057 -0.077  -0.05
H25 2.053 -2.783 -2.087  0.03
H26 2.862 -1.837 -1.257  0.03
O11 2.751 -2.125 -2.171  -0.06

Calculated values
E_HOMO: -6.792 eV
Total charge: -1
F_max: 2.3 eV Å⁻¹
Lowest unoccupied orbital energy: 2.797 eV
Relative energy (zero: lowest compared OMol25 entry of this formula, charge and spin): 120.3 kJ/mol
Molecular weight: 264.248 g/mol